Entry 1:
Molecular formula: C24H29N4O4S
Method: DFT, ωB97M-V/def2-TZVPD

XYZ file:
```
62
Properties=species:S:1:pos:R:3:forces:R:3:nbo_charge:R:1
S 5.958 1.578 1.860 0.227 0.130 -0.043 -0.348
O 3.611 -2.075 -0.353 0.401 -0.423 0.214 -0.713
O -0.067 0.923 -5.695 -0.768 0.785 1.155 -0.527
O 1.233 0.840 2.498 0.223 0.604 -0.372 -0.652
O -1.085 1.889 -3.810 0.703 -0.561 -1.585 -0.517
N -4.242 0.661 1.266 -1.485 0.891 0.805 -0.451
N 4.533 -0.600 1.167 0.903 1.081 -0.338 -0.444
N 3.293 1.330 1.575 1.051 0.063 0.878 -0.460
N 1.466 -0.415 -2.143 0.543 0.043 0.920 -0.470
C 2.123 -0.649 0.830 2.926 1.475 1.139 -0.347
C -2.419 2.340 -0.211 -0.107 0.502 -0.357 -0.417
C -0.580 1.409 -4.757 0.097 -0.294 0.529 1.029
C -2.587 -1.099 1.476 0.117 0.962 -0.652 -0.107
C -2.037 1.005 0.332 -0.182 -0.792 0.482 -0.084
C 1.009 -1.215 0.287 -1.151 -0.627 -0.336 -0.278
C 2.713 -0.614 -2.904 -0.123 0.024 0.062 -0.224
C -0.354 -0.745 0.540 0.095 -0.005 -0.096 -0.071
C 0.475 -1.148 -2.620 -1.926 0.311 -1.017 -0.109
C -3.540 -1.955 2.245 -0.348 -0.527 0.104 -0.416
C -2.979 0.196 1.030 1.712 -0.751 -0.501 0.211
C -4.736 -1.184 2.804 0.132 0.022 0.099 -0.398
C -0.745 0.544 0.141 -0.122 -0.558 0.391 -0.178
C -5.282 -0.206 1.781 0.279 0.043 -0.312 -0.191
C 2.130 0.525 1.720 -0.540 -1.680 -0.422 0.627
C 0.912 -2.107 -3.644 0.636 0.105 -0.461 -0.450
C -3.675 2.908 0.442 0.140 0.050 0.058 -0.398
C 3.441 -1.176 0.479 -1.826 0.853 -0.129 0.601
C 4.550 0.746 1.506 -1.280 -0.843 -0.029 0.283
C 5.838 -1.242 1.011 -0.149 0.076 0.152 -0.410
C -4.742 1.837 0.583 0.146 -0.298 -0.092 -0.191
C -1.315 -1.563 1.172 0.405 0.390 -0.399 -0.140
C 2.458 -1.969 -3.567 0.130 -0.489 0.234 -0.413
C 3.233 2.666 2.168 0.112 -0.051 -0.141 -0.409
H 2.843 0.165 -3.671 -0.247 0.071 0.190 0.169
H -6.049 0.439 2.225 0.040 -0.176 -0.028 0.189
H 0.553 -1.813 -4.643 0.002 -0.255 -0.100 0.186
H -1.010 -2.572 1.465 -0.137 0.327 0.038 0.197
H 2.875 -2.736 -2.903 -0.124 0.066 -0.179 0.234
H -3.906 -2.767 1.597 0.038 0.111 0.108 0.199
H 2.211 3.039 2.096 0.114 -0.155 0.038 0.217
H -5.594 2.212 1.162 0.081 0.020 -0.135 0.189
H 2.934 -2.040 -4.546 0.014 -0.032 0.083 0.200
H -3.003 -2.439 3.070 -0.090 0.016 -0.124 0.216
H -5.757 -0.762 0.952 -0.046 -0.044 0.057 0.158
H -2.564 2.265 -1.301 -0.022 0.018 0.227 0.206
H 3.560 2.634 3.214 -0.159 0.104 -0.161 0.202
H 5.680 -2.302 0.826 -0.044 0.120 -0.038 0.223
H 1.356 0.415 -1.572 -0.056 -0.263 -0.128 0.415
H 3.930 3.300 1.616 -0.178 0.004 0.131 0.216
H 0.568 -3.126 -3.439 0.095 0.033 -0.136 0.211
H -3.419 3.308 1.430 -0.098 -0.083 -0.052 0.203
H 3.582 -0.595 -2.241 -0.240 -0.109 -0.054 0.239
H -1.583 3.035 -0.064 -0.107 -0.047 -0.067 0.216
H -5.117 1.560 -0.420 -0.029 0.088 0.005 0.158
H -4.432 -0.639 3.704 -0.027 0.028 -0.111 0.203
H 6.398 -0.782 0.188 -0.050 -0.173 0.085 0.198
H 1.125 -2.184 -0.198 0.000 0.064 0.073 0.204
H -0.553 -1.033 -2.273 0.519 -0.070 0.145 0.213
H -5.530 -1.877 3.088 0.011 0.004 0.085 0.201
H -4.069 3.728 -0.162 -0.020 0.056 0.088 0.201
H 6.395 -1.069 1.932 0.024 -0.142 -0.164 0.215
H -0.015 1.201 -0.344 -0.233 -0.092 0.186 0.184
```
Positions in Å, forces in eV/Å.

Values from the calculation:
- calculated total energy (eV) = -50344.2196
- charge = -1

Entry 2:
Molecular formula: C5H10O
Method: DFT, ωB97M-V/def2-TZVPD

XYZ file:
```
16
Properties=species:S:1:pos:R:3:forces:R:3:nbo_charge:R:1
O 0.967 0.914 0.763 -0.091 -0.406 -1.032 -0.580
C -0.501 -0.506 -0.967 0.850 1.262 0.965 -0.370
C -0.295 -1.327 0.264 -0.399 -0.755 0.284 -0.616
C 0.462 -0.826 -2.015 0.743 0.491 0.015 -0.295
C 0.391 0.710 -0.551 -1.739 -0.150 -0.597 0.152
C 0.113 1.499 1.783 0.030 -0.118 -0.402 -0.248
H -0.035 1.643 -0.857 0.449 0.578 -0.973 0.160
H -0.294 -2.399 0.171 -0.447 -0.539 -0.339 0.203
H -0.301 2.467 1.464 0.101 -0.234 -0.122 0.173
H 0.714 1.680 2.692 0.040 -0.215 -0.686 0.201
H -1.091 -1.004 0.938 0.553 -0.279 0.617 0.208
H 0.738 -1.043 0.555 -0.999 -0.675 0.659 0.238
H -0.716 0.837 2.075 0.191 0.051 -0.262 0.172
H -1.473 -0.232 -1.411 0.034 -0.254 0.950 0.206
H 1.149 -1.650 -1.823 0.210 0.518 0.184 0.195
H 0.172 -0.762 -3.081 0.473 0.723 0.741 0.202
```
Positions in Å, forces in eV/Å.

Values from the calculation:
- calculated total energy (eV) = -7389.4400
- energy above the lowest of the compared OMol25 structures with the same formula, charge and spin (kcal/mol) = 122.8

> calculated total energy of number 1 (C24H29N4O4S)?

-50344.2196 eV